DFT (wB97M-V/def2-TZVPD) results for C41H41IN5O3Ti as an isolated structure in a non-equilibrium geometry.

Summary:
Energy relative to the best compared isomer or geometry (same formula, charge and spin) (kcal per mole): 10.9
E_LUMO (alpha / beta) (eV): 2.39 / 2.41
Expectation value of S²: 2.02
HOMO level (alpha / beta) (eV): -1.9 / -4.7
Total energy (eV): -87994.1320
Orbital gap (alpha / beta) (eV): 4.33 / 7.07

ORCA input file:
```
! RIJCOSX wB97M-V def2-TZVPD def2/J DEFGRID3
* xyz -1 3
I 1.84 5.06 -1.72
Ti -0.56 0.05 0.31
O 2.40 -1.04 -0.31
O 1.20 0.98 0.90
O 3.09 2.10 1.24
N -1.86 -1.03 -0.91
N -2.38 1.20 0.36
N -0.74 0.02 2.38
N 0.01 1.15 -1.48
N -0.17 -1.98 0.96
C -6.18 -1.15 0.09
C -0.18 -2.24 2.26
C 6.39 1.50 -1.11
C 5.38 -2.38 2.66
C 3.80 -0.89 1.60
C -0.86 1.30 3.05
C -2.78 2.99 3.16
C 0.06 -3.11 0.06
C 0.16 -3.51 2.78
C -0.12 -2.73 -1.40
C -3.85 -2.07 0.02
C 4.39 0.25 -0.60
C 3.02 -0.93 2.76
C -3.40 0.45 0.05
C 1.45 1.11 -3.45
C -0.55 -1.06 3.09
C -0.68 -1.08 4.51
C 3.41 -1.69 3.85
C -5.21 -2.13 0.24
C -2.60 2.63 0.59
C 0.20 -4.00 4.08
C 4.98 -1.61 1.57
C -5.92 0.19 -0.17
C -4.74 0.90 -0.16
C 3.28 -0.14 0.36
C 5.47 0.00 -2.74
C 2.48 1.12 0.86
C 4.59 -2.42 3.81
C -1.52 -2.20 -1.71
C 4.45 -0.33 -1.86
C 1.35 3.07 -2.12
C 6.45 0.92 -2.38
C -0.47 -2.07 5.44
C -3.48 2.99 1.80
C -2.26 1.62 3.61
C 0.43 2.47 -1.32
C -3.03 -0.95 -0.31
C -0.08 -3.40 5.29
C 5.37 1.17 -0.23
C 0.53 0.55 -2.62
C 1.95 2.42 -3.21
H 0.64 -2.00 -1.67
H 1.80 0.54 -4.30
H 7.14 2.22 -0.82
H -0.11 1.37 3.84
H 2.11 -0.35 2.80
H -1.95 3.70 3.14
H 2.70 2.88 -3.83
H -3.88 3.99 1.61
H 0.02 3.01 -0.48
H 2.78 -1.71 4.74
H 5.50 -0.46 -3.72
H 0.02 -4.00 6.18
H 5.32 1.63 0.74
H -3.02 3.07 -0.32
H -5.58 -3.12 0.50
H 0.13 -0.43 -2.86
H -6.80 0.81 -0.35
H -3.31 -3.00 0.11
H 1.07 -3.50 0.20
H -4.83 1.96 -0.33
H 0.52 -5.04 4.14
H -2.24 1.60 4.70
H -0.57 2.06 2.32
H 6.30 -2.93 2.62
H -0.64 -3.92 0.31
H -4.33 2.30 1.85
H 4.89 -3.02 4.65
H 1.56 -0.85 0.12
H 7.24 1.18 -3.06
H -2.96 0.84 3.29
H 0.47 -4.23 2.04
H 3.68 -1.03 -2.15
H 5.60 -1.59 0.68
H 0.06 -3.62 -2.00
H -7.21 -1.46 0.16
H -1.01 -0.15 4.93
H -0.66 -1.76 6.47
H -1.63 3.10 0.73
H -1.57 -1.90 -2.76
H -3.50 3.36 3.90
H -2.24 -3.01 -1.58
*
```

Atom charges from the Mulliken analysis, given in e for atoms 1 to 2: I -0.049; Ti -0.787

---

DFT (wB97M-V/def2-TZVPD) results for C3H5NO2 as an isolated structure in a non-equilibrium geometry.

Summary:
Energy relative to the best compared isomer or geometry (same formula, charge and spin) (kcal per mole): 87.3
E_LUMO (eV): 0.88
HOMO level (eV): -8.7
Total energy (eV): -8773.9076
Orbital gap (eV): 9.61

ORCA input file:
```
! RIJCOSX wB97M-V def2-TZVPD def2/J DEFGRID3
* xyz 0 1
O 0.84 -0.72 -0.07
O -1.67 0.52 2.17
N 0.30 -0.02 -2.10
C -0.14 -0.29 -0.89
C 0.40 0.32 0.94
C -0.91 -0.18 1.55
H 0.24 1.38 0.63
H -1.07 -1.26 1.39
H 1.26 0.28 1.60
H -0.40 0.36 -2.72
H 1.16 -0.40 -2.49
*
```

Atom charges from the natural (NBO) analysis, given in e for atoms 1 to 2: O -0.545; O -0.522